(1)
DFT (ωB97M-V/def2-TZVPD) results for an isolated molecule of C5H7N in a non-equilibrium geometry.

Last column: Mulliken charge in e.
CARTESIAN COORDINATES (ANGSTROEM)
N: -2.610 -1.155 -0.085  -0.59
C: 1.945 -0.144 0.229  -1.08
C: -0.497 -0.375 -0.563  -0.60
C: 0.696 1.889 -0.389  -0.67
C: -1.588 -0.474 0.303  0.10
C: 0.718 0.575 -0.256  0.57
H: 1.784 -0.472 1.254  0.28
H: -3.307 -1.321 0.635  0.25
H: 2.131 -1.027 -0.378  0.33
H: -1.469 -0.057 1.315  0.37
H: -0.645 -0.621 -1.605  0.34
H: 0.026 2.673 -0.658  0.34
H: 2.815 0.508 0.198  0.36

frontier orbital gap (spin up / spin down): 8.2 / 8.6 eV
spin multiplicity: 1
ΔE to the lowest compared entry with this formula, charge and spin: 470.0 kJ/mol

(2)
DFT (ωB97M-V/def2-TZVPD) results for an isolated molecule of C5H7N.

Last column: Mulliken charge in e.
CARTESIAN COORDINATES (ANGSTROEM)
N: 0.038 0.934 1.932  -0.58
C: -0.830 -0.019 1.224  -0.19
C: 0.129 -0.481 2.262  -0.34
C: -0.525 -0.214 -0.181  -0.83
C: 0.321 0.063 -2.696  -1.14
C: -0.150 -0.166 -1.328  1.14
H: -0.231 -0.724 3.258  0.25
H: -0.219 -0.521 -3.447  0.29
H: 0.988 -1.061 1.932  0.26
H: 1.385 -0.170 -2.794  0.29
H: -1.881 0.057 1.488  0.32
H: 0.190 1.121 -2.943  0.27
H: 0.786 1.182 1.292  0.26

frontier orbital gap: 10.0 eV
spin multiplicity: 1
ΔE to the lowest compared entry with this formula, charge and spin: 271.0 kJ/mol

(3)
DFT (ωB97M-V/def2-TZVPD) results for an isolated molecule of C5H7N in a non-equilibrium geometry.

Last column: Mulliken charge in e.
CARTESIAN COORDINATES (ANGSTROEM)
N: 0.851 -0.069 -0.754  -0.06
C: -0.381 0.125 -0.186  0.34
C: 1.003 -0.718 1.360  -0.45
C: -0.300 -0.242 1.142  -0.45
C: -1.539 0.635 -0.980  -1.14
C: 1.699 -0.622 0.184  -0.36
H: 1.471 -1.069 2.272  0.40
H: 2.656 -0.227 0.483  0.24
H: 1.073 0.123 -1.719  0.19
H: -2.422 0.723 -0.341  0.28
H: -1.788 -0.036 -1.810  0.30
H: -1.084 -0.178 1.879  0.40
H: -1.330 1.625 -1.403  0.30

frontier orbital gap: 9.1 eV
spin multiplicity: 1
ΔE to the lowest compared entry with this formula, charge and spin: 78.9 kJ/mol